Record 1
Below is 3 unconnected molecules or ions with the total composition C6H18NO2S in a non-equilibrium geometry, with properties calculated with ωB97M-V with the def2-TZVPD basis set.

Geometry (Å):
C  -0.11876  0.97851  1.65201
C  -1.32675  0.21932  2.26015
S  -2.96825  1.04056  2.00576
C  -0.42622  1.47179  0.23133
N  0.18474  0.65617  -0.83463
C  0.40734  -1.38236  -2.10617
C  -0.39696  -0.67140  -1.02072
C  -1.86246  -0.59092  -1.44749
H  0.73250  0.31097  1.56458
H  0.10886  1.78295  2.34783
H  -1.43730  -0.77852  1.82136
H  -1.26132  0.20259  3.32370
H  0.02930  2.46326  0.13073
H  -1.50559  1.61975  0.15424
H  0.17344  1.13537  -1.72834
H  0.12329  -0.97812  -3.08579
H  1.47421  -1.25750  -1.98789
H  0.12525  -2.44143  -2.14804
H  -0.36113  -1.19065  -0.07269
H  -2.31835  -1.56973  -1.60379
H  -2.40475  -0.00450  -0.69659
H  -1.97755  0.00330  -2.35614
H  1.82819  -1.29987  0.48887
H  2.65832  -1.53431  1.68571
O  2.19423  -2.03451  1.00140
H  2.16278  1.07675  -0.33881
H  3.20007  1.81902  0.55168
O  2.96285  0.95349  0.20775

Properties
F_max, eV/A: 1.439
HOMO-LUMO gap, eV: 5.68
2S+1: 1
Total charge: -1
Calculated total energy, Eh: -842.856107

These are the Löwdin partial charges, in e, on atoms 1 to 6:
1 C -0.269
2 C -0.708
3 S 0.114
4 C -0.273
5 N -0.077
6 C -0.073

=====

Record 2
Below is 4 unconnected molecules or ions with the total composition C6H18NO6, with properties calculated with ωB97M-V with the def2-TZVPD basis set.

Geometry (Å):
C  1.62663  0.30071  0.41916
N  1.11757  -0.81503  -0.34502
O  0.20132  -1.57784  0.47610
C  0.42108  -0.40461  -1.54782
C  1.35593  -0.04971  -2.74746
O  0.96579  0.95964  -3.38372
O  2.33616  -0.78570  -2.95661
H  1.71180  0.01179  1.47423
H  0.98729  1.19958  0.34215
H  2.63183  0.56386  0.06963
H  -0.08505  -0.99641  1.19956
H  -0.22930  -1.23227  -1.85032
H  -0.21159  0.48194  -1.36308
C  -1.18851  1.00838  3.38261
O  -1.15411  0.31698  2.14669
H  -0.39349  0.59052  3.99599
H  -1.00598  2.07916  3.25441
H  -2.13927  0.86709  3.90479
H  -1.83681  0.66319  1.56434
C  0.12223  -3.72825  3.20619
O  -0.64114  -2.53616  3.13119
H  0.75129  -3.64751  4.09131
H  -0.51108  -4.61554  3.31049
H  0.76281  -3.84241  2.32830
H  -1.17458  -2.58107  2.33136
C  -0.75147  3.31528  -4.37052
O  -1.28251  2.02164  -4.53892
H  -1.58839  3.99152  -4.18344
H  -0.06477  3.34734  -3.52015
H  -0.21908  3.66753  -5.26299
H  -0.51460  1.42636  -4.55841

Properties
F_max, eV/A: 0.605
HOMO-LUMO gap, eV: 7.13
2S+1: 1
Total charge: -1
Calculated total energy, Eh: -745.558032

These are the Löwdin partial charges, in e, on atoms 1 to 6:
1 C -0.095
2 N -0.217
3 O -0.097
4 C -0.138
5 C -0.706
6 O -0.091

=====

Record 3
Below is a molecular structure, C6H19BeCl2FN5NaO3 in a non-equilibrium geometry, with properties calculated with ωB97M-V with the def2-TZVPD basis set.

Geometry (Å):
N  3.27018  -0.31995  0.60857
N  1.87809  -0.27257  0.65260
C  1.49371  1.16611  0.38760
N  2.47217  2.26261  0.80792
N  0.31100  1.52649  -0.21023
C  -0.72741  0.54934  -0.71473
C  -1.35913  -0.44719  0.42316
F  -2.86927  -0.39805  0.43172
H  3.48197  -1.14154  -0.03317
H  3.58929  -0.65930  1.56026
H  1.55577  -0.92828  -0.09225
H  2.12792  2.79118  1.63894
H  2.63200  2.92172  -0.01173
H  0.13030  2.56730  -0.31851
H  -1.63219  1.20433  -1.12971
H  -0.29573  -0.02035  -1.67011
H  -1.10574  -1.55856  0.06817
H  -0.89459  -0.31539  1.49155
C  -3.57135  3.68251  -0.38607
C  -2.13264  4.15017  -0.23737
N  -0.93919  4.53805  -0.11407
H  -4.24591  4.39048  0.10328
H  -3.83364  3.61467  -1.44543
H  -3.69291  2.69833  0.07459
C  3.97511  -3.20015  2.12349
O  4.70007  -2.13852  2.44242
H  4.25577  -3.74722  1.20735
H  3.94155  -4.02713  2.85296
H  2.89798  -3.04164  1.94471
Na  -0.54591  5.16907  2.05212
Cl  3.65409  3.25907  -1.45788
Be  -4.74591  0.23971  -0.42240
O  -4.47749  -3.13941  -2.40114
H  -4.34068  -2.99315  -3.34922
H  -4.21954  -2.29830  -1.99496
O  -2.50977  -5.71860  -2.83234
H  -3.18204  -5.09626  -2.62264
Cl  4.95409  -5.26959  0.57251

Properties
F_max, eV/A: 9.758
HOMO-LUMO gap, eV: 1.65
2S+1: 1
Calculated total energy, Eh: -1936.185718

These are the Löwdin partial charges, in e, on atoms 1 to 6:
1 N -0.004
2 N -0.028
3 C -0.176
4 N -0.012
5 N 0.048
6 C -0.131

=====

Record 4
Below is a molecular structure, C6H19InO4 in a non-equilibrium geometry, with properties calculated with ωB97M-V with the def2-TZVPD basis set.

Geometry (Å):
In  -4.38570  -5.56523  -3.37463
O  -1.86394  -1.57581  -0.92161
H  -1.39920  -0.81458  -0.52280
C  -0.35984  4.43391  -4.48724
C  -0.15454  3.28622  -3.47458
O  -0.35719  2.02353  -4.06735
H  0.29214  4.17256  -5.32073
H  -0.03419  5.35836  -4.01033
H  -1.39744  4.51613  -4.81083
H  -0.88497  3.43129  -2.67865
H  0.81612  3.34567  -2.98224
H  -0.62781  1.39927  -3.39011
C  4.94950  -3.34098  0.74922
C  3.51277  -2.86112  0.77708
O  2.70780  -3.72944  0.00249
H  5.06894  -4.29891  1.25538
H  5.64280  -2.59156  1.13106
H  5.18982  -3.53197  -0.29666
H  3.39298  -1.84615  0.39816
H  3.18967  -2.83129  1.81767
H  1.93047  -3.19101  -0.16319
C  -2.48204  1.30287  4.06773
C  -2.91143  -0.14220  4.03227
O  -3.88445  -0.28487  3.00814
H  -1.94184  1.54384  3.15219
H  -1.92524  1.54411  4.97320
H  -3.34898  1.96290  4.09765
H  -3.34229  -0.47804  4.97550
H  -2.03192  -0.75492  3.83445
H  -3.35999  -0.48262  2.22876

Properties
F_max, eV/A: 1.816
HOMO-LUMO gap, eV: 2.22
2S+1: 1
Total charge: +2
Calculated total energy, Eh: -730.122538

These are the Löwdin partial charges, in e, on atoms 1 to 6:
1 In 0.996
2 O 0.016
3 H 0.009
4 C -0.044
5 C -0.275
6 O 0.033

=====

Record 5
Below is a molecular structure, C6H19KO6 in a non-equilibrium geometry, with properties calculated with ωB97M-V with the def2-TZVPD basis set.

Geometry (Å):
K  0.65997  0.05596  0.07805
C  -4.16514  -0.68727  0.21728
C  -2.91069  0.14782  0.15324
O  -2.77138  1.00664  -0.76945
O  -2.02855  -0.04355  1.03806
H  -4.80464  -0.17175  0.93877
H  -3.95901  -1.68754  0.58847
H  -4.66725  -0.70891  -0.74739
C  -0.86868  3.25538  -2.44032
O  -0.53861  2.13087  -1.67970
H  -1.40643  3.06433  -3.37619
H  -1.40037  4.04633  -1.90650
H  0.03906  3.74079  -2.81939
H  -1.37997  1.82194  -1.24189
C  0.54080  -2.90239  -0.40053
O  0.55994  -2.14298  -1.59124
H  -0.38301  -2.78388  0.17633
H  0.57101  -3.96443  -0.66058
H  1.38430  -2.71405  0.26821
H  0.32601  -2.66084  -2.35937
C  3.79772  1.92010  -0.39581
O  3.36441  0.57427  -0.56874
H  4.40760  2.16338  0.48045
H  4.41067  2.19722  -1.26058
H  2.91925  2.56279  -0.36613
H  4.15612  0.04919  -0.71817
C  0.35013  -1.46400  3.30792
O  1.28888  -0.66353  2.59001
H  0.51127  -1.27324  4.37379
H  -0.69915  -1.34785  3.05094
H  0.53522  -2.54195  3.20002
H  2.16051  -0.97880  2.84045

Properties
F_max, eV/A: 1.872
HOMO-LUMO gap, eV: 7.56
2S+1: 1
Calculated total energy, Eh: -1291.379450

These are the Löwdin partial charges, in e, on atoms 1 to 6:
1 K 0.886
2 C -0.026
3 C -0.724
4 O -0.070
5 O -0.132
6 H 0.079

=====

Record 6
Below is a molecular structure, C6H19N3P in a non-equilibrium geometry, with properties calculated with ωB97M-V with the def2-TZVPD basis set.

Geometry (Å):
C  2.66966  -0.28902  -1.04523
C  -0.16855  1.90662  -1.62705
C  -1.76967  0.04264  -1.75298
C  0.28304  -0.52717  2.89530
C  -1.39511  1.28450  1.89450
C  -0.21642  -2.41492  -0.45028
N  1.77390  0.09751  0.05946
N  -0.63236  0.57202  -1.09571
N  -0.31341  0.23164  1.77089
P  0.14052  -0.18438  0.14338
H  3.40887  0.52361  -1.15938
H  3.18083  -1.18499  -0.81316
H  2.11667  -0.25107  -2.00373
H  -0.93590  2.55831  -1.22792
H  0.75676  2.18701  -1.17024
H  -0.21561  1.79985  -2.71583
H  -2.75459  0.67447  -1.76687
H  -1.65883  -0.10719  -2.84932
H  -2.01318  -0.90553  -1.25989
H  -0.49980  -1.05314  3.42451
H  0.84511  -1.26033  2.46950
H  0.78866  0.19337  3.50901
H  -1.64146  1.28595  2.94217
H  -1.13616  2.17653  1.27012
H  -2.36555  0.91375  1.55960
H  0.39558  -2.27988  -1.35228
H  -1.11971  -2.97660  -0.83511
H  0.37256  -3.01295  0.19971
H  2.10415  -0.00064  0.98681

Properties
F_max, eV/A: 3.673
HOMO-LUMO gap, eV: 9.94
2S+1: 1
Total charge: +1
Calculated total energy, Eh: -745.314218

These are the Löwdin partial charges, in e, on atoms 1 to 6:
1 C -0.092
2 C -0.035
3 C -0.148
4 C -0.071
5 C -0.062
6 C -0.043

=====

Record 7
Below is a molecular structure, C6H19N5O3Rb in a non-equilibrium geometry, with properties calculated with ωB97M-V with the def2-TZVPD basis set.

Geometry (Å):
Rb  0.82921  0.21965  -0.00716
C  -0.81168  1.68922  -2.01100
O  -0.23100  1.44871  -1.03275
N  -0.21226  1.72353  -3.15137
N  -2.04237  2.09624  -2.12857
H  -0.65502  1.89071  -4.04363
H  0.77505  1.51068  -3.15629
H  -2.48773  2.31352  -3.00864
H  -2.67414  2.23590  -1.35303
C  1.62731  -1.97333  -1.98056
O  1.51829  -0.93826  -1.35450
N  2.15702  -3.07771  -1.47524
N  1.37776  -2.07985  -3.23457
H  2.53636  -3.05615  -0.53942
H  2.29210  -3.84202  -2.12151
H  1.48300  -3.00491  -3.62609
H  1.11618  -1.26812  -3.77564
C  -1.30180  -1.55886  2.07259
C  -1.56713  -0.00759  2.19879
C  -0.39922  0.74437  2.82700
O  0.81728  0.60638  2.07251
C  1.97523  1.20062  2.60766
N  -1.64170  0.55666  0.88003
H  -2.04354  -1.95001  1.37623
H  -1.27978  -2.14140  2.99360
H  -0.34247  -1.69171  1.57245
H  -2.41279  0.26326  2.83093
H  -0.23935  0.32646  3.82092
H  -0.68714  1.78152  2.99884
H  2.94876  0.94539  2.18910
H  2.02245  0.98347  3.67478
H  1.86257  2.27691  2.47729
H  -1.78674  1.55615  0.88919
H  -2.52270  0.22058  0.51809

Properties
F_max, eV/A: 10.834
HOMO-LUMO gap, eV: 9.51
2S+1: 1
Total charge: +1
Calculated total energy, Eh: -763.171795

These are the Löwdin partial charges, in e, on atoms 1 to 6:
1 Rb 1.700
2 C -0.809
3 O -0.330
4 N 0.193
5 N 0.201
6 H 0.128

=====

Record 8
Below is 3 unconnected molecules or ions with the total composition C6H19NO3 in a non-equilibrium geometry, with properties calculated with ωB97M-V with the def2-TZVPD basis set.

Geometry (Å):
C  2.36736  1.73240  -0.15450
N  1.60476  0.96566  0.79227
C  0.17568  0.86119  0.51571
C  -0.10296  -0.45343  -0.28281
C  -0.25543  -0.29741  -1.81334
C  0.62472  -1.30175  -2.59061
C  -0.62335  0.88653  1.81776
O  -1.17832  2.18865  2.15970
H  3.41706  1.42159  -0.17801
H  2.37818  2.81762  0.00278
H  2.04471  1.60387  -1.19025
H  1.78270  1.29973  1.72752
H  -0.15389  1.66263  -0.16037
H  -0.96690  -0.98476  0.09972
H  0.75213  -1.09562  -0.07765
H  0.05307  0.70748  -2.10331
H  -1.27292  -0.49140  -2.12868
H  1.66811  -1.04432  -2.48821
H  0.51105  -2.29935  -2.15496
H  0.32465  -1.34006  -3.62478
H  -1.42696  0.15557  1.87065
H  0.09179  0.75615  2.62871
H  -1.20349  2.74404  1.36745
H  1.25200  -4.89376  0.37735
H  -0.00327  -4.25976  1.03933
O  0.72147  -4.88178  1.18060
H  -3.52660  1.19617  1.55289
H  -4.59310  1.29359  0.44742
O  -4.46227  1.05052  1.36759

Properties
F_max, eV/A: 1.607
HOMO-LUMO gap, eV: 9.68
2S+1: 1
Calculated total energy, Eh: -520.432795

These are the Löwdin partial charges, in e, on atoms 1 to 6:
1 C -0.131
2 N -0.084
3 C -0.338
4 C -0.154
5 C -0.244
6 C -0.108